The following is a DFT calculation (the ωB97M-V functional and the def2-TZVPD basis) of the ion C5H10N3 with charge +1 in a non-equilibrium geometry.

Output
net charge	+1
frontier orbital gap	10.24	eV
energy	-9811.2282	eV
SMILES	Cc1c[nH]c(CN)[nH+]1

The geometry in XYZ format:
```
18
Properties=species:S:1:pos:R:3:forces:R:3
H -1.66018 0.55049 2.37555 -1.05 0.16 0.18
N -1.32151 -1.53194 2.04866 -1.49 1.78 -0.17
C 1.90313 0.26139 -2.07566 -0.97 0.04 1.03
C 0.68687 0.16847 -1.19525 2.27 0.52 -2.63
H -0.90953 -0.04070 -2.59609 -0.53 0.28 -1.11
H -2.34790 0.04228 -0.41617 -1.58 -0.17 -0.23
C -0.57186 0.17419 -1.62804 -0.91 -0.93 0.20
N -1.37584 0.08157 -0.52043 2.40 0.76 1.36
N 0.70630 0.12508 0.14233 -1.02 0.96 1.75
H 1.86566 1.17384 -2.63992 0.16 0.43 -0.23
C -0.58092 0.14855 0.54841 -0.14 -0.98 1.60
H -0.70568 -2.23272 1.78426 1.57 -0.97 -0.48
H 1.90225 -0.56736 -2.74368 0.25 -0.64 -0.56
H 1.49710 0.29463 0.79135 -0.74 -0.35 -0.84
H -1.94332 -1.84105 2.74734 -0.62 0.01 0.87
C -0.94143 -0.13852 2.00144 1.86 -0.67 -0.61
H -0.02194 0.11479 2.58327 -0.37 -0.21 -0.24
H 2.75890 0.23929 -1.43902 0.89 0.00 0.10
```
Forces are in eV/Å.

Quick look at the Löwdin charges, all values in e: 0.12 0.05 0.02 -0.28 0.14 0.17 0.01 0.19 0.20 0.09 -0.20 0.06 0.09 0.21 0.07 -0.16 0.13 0.08